# 1
C6H16N2O | ωB97M-V with the def2-TZVPD basis set

The geometry in XYZ format:
```
25
C6H16N2O | OMol25 | ωB97M-V with the def2-TZVPD basis set
C 1.522 -0.134 -0.617
C 1.333 1.064 -1.494
C 0.709 -1.266 -0.839
C 0.387 0.933 1.529
C 2.795 -0.233 0.154
H 2.786 -1.070 0.851
H 1.896 0.920 -2.424
H 0.284 1.193 -1.760
H 1.696 1.976 -1.021
H 1.054 -2.198 -0.400
H -0.465 -0.944 -0.366
H 0.374 -1.407 -1.865
H -0.408 1.313 2.171
H 0.886 0.118 2.044
H 1.078 1.730 1.277
H 3.014 0.689 0.698
H 3.624 -0.394 -0.549
N -3.905 -0.736 0.612
C -1.730 -0.260 0.123
O -2.175 0.468 -0.931
N -2.489 -0.864 0.948
H -3.150 0.340 -0.932
H -4.325 -1.633 0.835
H -4.325 -0.065 1.252
H -0.463 0.459 0.704
```

Gap between HOMO and LUMO (spin up / spin down) ... 8.0 / 8.0 eV
ΔE to the lowest compared entry with this formula, charge and spin ... 142.3 kcal per mole

Results of the natural (NBO) charge analysis, in e, for atoms 1 through 8: atom 1 (C): 0.2990, atom 2 (C): -0.6962, atom 3 (C): -0.6827, atom 4 (C): -0.8587, atom 5 (C): -0.6829, atom 6 (H): 0.2275, atom 7 (H): 0.2315, atom 8 (H): 0.2488

# 2
C6H16N2O2 | ωB97M-V with the def2-TZVPD basis set

The geometry in XYZ format:
```
26
C6H16N2O2 | OMol25 | ωB97M-V with the def2-TZVPD basis set
C 1.517 -1.085 0.336
C -1.028 -0.604 0.513
C 1.840 -1.511 1.722
C -1.152 0.476 1.565
N 1.535 -1.911 -0.675
H 1.443 -0.031 0.085
H 0.879 -1.566 -1.504
H 1.487 -2.905 -0.482
H -0.633 -1.529 0.937
H -2.000 -0.925 0.145
H 1.300 -0.900 2.444
H 1.604 -2.563 1.895
H 2.909 -1.365 1.905
H -0.254 1.091 1.696
H -1.360 0.084 2.569
H -1.954 1.174 1.319
C -0.379 2.638 -1.037
N 0.198 1.309 -1.232
C -0.661 0.177 -1.390
O -1.977 0.578 -1.628
O -0.201 -0.754 -2.135
H -2.406 -0.153 -2.089
H 0.853 1.301 -2.006
H 0.433 3.367 -1.010
H -1.063 2.929 -1.840
H -0.931 2.674 -0.102
```

Gap between HOMO and LUMO ... 7.6 eV
ΔE to the lowest compared entry with this formula, charge and spin ... 100.3 kcal per mole

Results of the natural (NBO) charge analysis, in e, for atoms 1 through 8: atom 1 (C): 0.2924, atom 2 (C): -0.6096, atom 3 (C): -0.7047, atom 4 (C): -0.6478, atom 5 (N): -0.6990, atom 6 (H): 0.2500, atom 7 (H): 0.4708, atom 8 (H): 0.3785

# 3
C6H16N2O4 | ωB97M-V with the def2-TZVPD basis set

The geometry in XYZ format:
```
28
C6H16N2O4 | OMol25 | ωB97M-V with the def2-TZVPD basis set
C -1.490 -1.932 -0.109
C -2.138 -0.699 -0.618
C -1.757 1.473 -0.759
C -0.447 2.066 -0.260
C 1.757 1.368 0.760
C 1.825 -0.046 0.322
H -1.159 -1.352 2.842
H 0.102 0.025 2.202
H -0.507 -1.905 -1.033
H -2.125 -2.908 -0.125
H -2.706 -1.247 -1.546
H -3.016 -0.457 -0.052
H -2.353 2.059 -1.614
H -2.167 1.474 0.233
H 0.326 2.059 -1.038
H -0.765 2.987 -0.145
H 1.913 2.322 0.011
H 2.446 1.895 1.810
H 1.572 -0.982 1.102
H 1.114 0.083 -0.562
H 3.556 -2.130 -0.488
H 2.997 -1.737 -2.259
N -0.996 -0.601 1.900
N 2.652 -1.613 -1.038
O -0.623 -1.828 1.111
O -1.452 0.161 -1.168
O 0.321 1.610 0.864
O 3.121 -0.147 -0.345
```

Gap between HOMO and LUMO ... 9.8 eV
ΔE to the lowest compared entry with this formula, charge and spin ... 267.8 kcal per mole

Results of the natural (NBO) charge analysis, in e, for atoms 1 through 8: atom 1 (C): -0.0967, atom 2 (C): -0.0694, atom 3 (C): -0.1064, atom 4 (C): -0.0564, atom 5 (C): -0.0883, atom 6 (C): -0.1701, atom 7 (H): 0.3541, atom 8 (H): 0.3720

# 4
C6H16N3 | ωB97M-V with the def2-TZVPD basis set

The geometry in XYZ format:
```
25
C6H16N3 | OMol25 | ωB97M-V with the def2-TZVPD basis set
C 0.334 0.363 -1.097
C -0.647 -0.442 2.432
C -1.520 1.555 1.043
C -2.127 -0.954 0.507
C 2.335 -0.862 -0.098
C -1.338 0.100 1.249
N -0.184 0.833 -2.200
N 1.595 -0.126 -1.131
N 2.196 0.124 -2.389
H -1.373 -0.998 3.083
H -0.082 0.238 3.025
H 0.071 -1.184 1.996
H -2.060 2.040 1.865
H -0.669 2.223 0.991
H -2.015 1.850 0.040
H -3.168 -1.175 0.699
H -2.067 -0.659 -0.550
H -1.560 -1.884 0.587
H 3.284 -0.384 0.124
H 1.881 -0.922 0.854
H 2.474 -1.901 -0.449
H -1.184 1.020 -2.272
H 3.028 0.704 -2.309
H 2.542 -0.691 -2.882
H 0.254 1.131 -3.118
```

Net charge ... +1
Gap between HOMO and LUMO (spin up / spin down) ... 6.7 / 7.9 eV
Spin multiplicity ... 3
Expectation value of S² ... 2.009
ΔE to the lowest compared entry with this formula, charge and spin ... 0.0 kcal per mole

Results of the natural (NBO) charge analysis, in e, for atoms 1 through 8: atom 1 (C): 0.7921, atom 2 (C): -0.6661, atom 3 (C): -0.6959, atom 4 (C): -0.6626, atom 5 (C): -0.4281, atom 6 (C): 0.0751, atom 7 (N): -0.8238, atom 8 (N): -0.2961

# 5
C6H16N3O3 | ωB97M-V with the def2-TZVPD basis set

The geometry in XYZ format:
```
28
C6H16N3O3 | OMol25 | ωB97M-V with the def2-TZVPD basis set
C 3.506 0.870 0.523
N 3.256 1.907 1.598
C 2.072 2.797 1.294
N 0.712 2.087 1.463
C -0.064 2.065 0.165
O -1.359 1.371 0.221
N -1.660 0.944 1.460
O -1.434 -0.274 1.519
H 2.532 0.740 -0.129
H 4.451 1.118 -0.157
H 3.720 -0.176 1.049
H 3.160 1.401 2.513
H 2.126 3.710 2.061
H 2.157 3.304 0.221
H 0.945 1.137 1.851
H 0.190 2.689 2.167
H -0.270 3.166 -0.235
H 0.560 1.530 -0.699
C -1.450 -2.225 -1.645
C -2.325 -3.306 -2.222
O -2.052 -3.843 -3.295
C -3.545 -3.704 -1.436
H -0.607 -2.041 -2.320
H -2.023 -1.300 -1.541
H -1.059 -2.541 -0.675
H -4.211 -2.845 -1.323
H -3.247 -4.087 -0.457
H -4.080 -4.494 -1.973
```

Net charge ... +1
Gap between HOMO and LUMO ... 6.4 eV
ΔE to the lowest compared entry with this formula, charge and spin ... 155.1 kcal per mole

Results of the natural (NBO) charge analysis, in e, for atoms 1 through 8: atom 1 (C): -0.4539, atom 2 (N): -0.6191, atom 3 (C): -0.1003, atom 4 (N): -0.6001, atom 5 (C): 0.0386, atom 6 (O): -0.3767, atom 7 (N): 0.3500, atom 8 (O): -0.2173

# 6
C6H16N3O3 | ωB97M-V with the def2-TZVPD basis set

The geometry in XYZ format:
```
28
C6H16N3O3 | OMol25 | ωB97M-V with the def2-TZVPD basis set
C -1.435 -0.799 0.383
C 2.307 0.829 1.332
C 0.338 0.876 -2.505
C 0.978 0.008 1.245
C 0.820 0.105 -1.199
C 0.156 0.517 0.007
N -3.322 -1.666 -0.812
N -1.985 -1.218 -0.747
N 0.243 0.234 2.522
O -1.829 -0.701 1.548
O 0.563 -1.304 -1.363
O -0.268 1.826 0.233
H 2.855 0.247 0.675
H 2.290 1.902 1.197
H 2.812 0.543 2.353
H -0.782 0.976 -2.536
H 0.766 0.495 -3.342
H 0.616 1.924 -2.424
H 1.357 -0.984 1.147
H 1.887 0.238 -1.068
H -3.395 -2.626 -0.931
H -3.824 -1.440 -0.002
H -1.282 -1.237 -1.552
H 0.667 -0.144 3.341
H -0.724 -0.299 2.502
H -0.170 1.258 2.388
H 1.274 -1.647 -1.976
H -0.912 2.087 -0.417
```

Net charge ... +1
Gap between HOMO and LUMO ... 9.7 eV
ΔE to the lowest compared entry with this formula, charge and spin ... 77.7 kcal per mole

Results of the natural (NBO) charge analysis, in e, for atoms 1 through 8: atom 1 (C): 0.6790, atom 2 (C): -0.6333, atom 3 (C): -0.6294, atom 4 (C): -0.0897, atom 5 (C): -0.0026, atom 6 (C): 0.2673, atom 7 (N): -0.6213, atom 8 (N): -0.4690

# 7
C6H16N3OPS2 | ωB97M-V with the def2-TZVPD basis set

The geometry in XYZ format:
```
29
C6H16N3OPS2 | OMol25 | ωB97M-V with the def2-TZVPD basis set
C -0.654 3.292 -0.115
C 0.202 2.459 0.843
O -0.358 1.119 0.970
P 0.073 0.161 -0.247
S 1.566 0.655 -1.396
N -0.935 -1.067 -0.247
C -1.198 -1.943 -1.337
C -0.024 -2.951 -1.756
C -1.599 -1.067 -2.531
H -1.649 3.341 0.140
H -0.294 4.270 0.191
H -0.518 3.068 -1.154
H 0.249 2.780 1.881
H 1.237 2.500 0.292
H -2.109 -2.577 -1.039
H 0.648 -2.316 -2.486
H 0.340 -3.166 -0.747
H -0.380 -3.916 -2.136
H -0.850 -0.309 -2.683
H -2.602 -0.575 -2.392
H -1.533 -1.775 -3.298
H 2.755 1.447 2.041
N 2.541 0.505 1.746
C 1.611 -0.081 2.357
N 1.316 -1.405 2.219
S 0.652 0.783 3.715
H 1.645 -1.863 1.383
H 0.358 -1.679 2.527
H -0.488 0.310 3.255
```

Gap between HOMO and LUMO ... 9.2 eV
SMILES string ... CCOP(=S)=NC(C)C.[H]/N=C(/N)S
ΔE to the lowest compared entry with this formula, charge and spin ... 0.0 kcal per mole

Results of the natural (NBO) charge analysis, in e, for atoms 1 through 8: atom 1 (C): -0.6415, atom 2 (C): -0.1102, atom 3 (O): -0.8054, atom 4 (P): 1.7115, atom 5 (S): -0.4680, atom 6 (N): -0.9766, atom 7 (C): -0.0385, atom 8 (C): -0.6381

# 8
C6H16N3S | ωB97M-V with the def2-TZVPD basis set

The geometry in XYZ format:
```
26
C6H16N3S | OMol25 | ωB97M-V with the def2-TZVPD basis set
C 2.029 -1.301 0.012
C -1.893 0.083 0.118
C 1.054 -1.595 -1.001
C 3.232 0.131 1.480
C 0.291 2.853 -0.331
C -3.948 -1.865 -0.312
N -1.391 1.258 -0.034
N 2.128 -0.145 0.559
N -0.133 1.558 0.228
S -3.466 -0.084 -0.583
H 2.722 -2.120 0.273
H -1.323 -0.771 0.497
H 0.176 -1.048 -0.662
H 0.755 -2.624 -1.066
H 1.182 -1.025 -1.889
H 3.886 -0.771 1.686
H 3.926 0.844 1.098
H 2.730 0.656 2.297
H -0.198 3.610 0.246
H 1.380 2.895 0.033
H 0.085 3.155 -1.485
H -3.124 -2.212 0.294
H -3.902 -2.320 -1.344
H -4.906 -1.995 0.142
H -1.901 1.955 -0.548
H 0.611 0.879 0.292
```

Net charge ... +1
Gap between HOMO and LUMO ... 8.5 eV
ΔE to the lowest compared entry with this formula, charge and spin ... 89.6 kcal per mole

Results of the natural (NBO) charge analysis, in e, for atoms 1 through 8: atom 1 (C): 0.1539, atom 2 (C): -0.0590, atom 3 (C): -0.6756, atom 4 (C): -0.4385, atom 5 (C): -0.4611, atom 6 (C): -0.6811, atom 7 (N): -0.2462, atom 8 (N): -0.4669